{
  "formula": "C31H61BrF5NO6SSi",
  "method": "ωB97M-V with the def2-TZVPD basis set",
  "mol_weight_g_mol": 778.9,
  "lumo_ev": 0.627,
  "homo_energy_ev": -8.248,
  "charge": 0,
  "e_tot_ev": -149254.320,
  "largest_force_ev_per_a": 1.14,
  "symbols": ["C", "N", "C", "Si", "S", "Br", "C", "C", "C", "C", "F", "F", "C", "F", "F", "F", "H", "H", "H", "H", "H", "H", "H", "H", "H", "H", "H", "H", "H", "C", "C", "C", "O", "C", "H", "H", "H", "H", "H", "H", "H", "H", "C", "C", "C", "O", "C", "H", "H", "H", "H", "H", "H", "H", "H", "C", "C", "C", "O", "C", "H", "H", "H", "H", "H", "H", "H", "H", "C", "C", "C", "O", "C", "H", "H", "H", "H", "H", "H", "H", "H", "C", "C", "C", "O", "C", "H", "H", "H", "H", "H", "H", "H", "H", "C", "C", "C", "O", "C", "H", "H", "H", "H", "H", "H", "H", "H"],
  "positions_angstrom": [[-2.54738, 0.52118, 3.48464], [-2.23344, 1.46301, 2.41587], [-0.99556, 1.11312, 1.68011], [-0.02949, 2.69809, 1.22934], [-1.20914, 4.42681, 1.70423], [1.81904, 2.74885, 2.51792], [0.37750, 2.72244, -0.61172], [1.77161, 2.18807, -1.03116], [2.64249, 3.22603, -1.75203], [3.69198, 3.92307, -0.92663], [4.24164, 4.93127, -1.68181], [3.14474, 4.50786, 0.18035], [4.90092, 3.05312, -0.49513], [5.77100, 2.93617, -1.51715], [5.53494, 3.62352, 0.54988], [4.52808, 1.81630, -0.13612], [-1.96899, 0.72812, 4.37461], [-2.38031, -0.51747, 3.19324], [-3.60076, 0.63130, 3.71629], [-2.99310, 1.44171, 1.75277], [-1.20663, 0.52566, 0.78784], [-0.36220, 0.53935, 2.35033], [-0.24043, 5.22457, 2.16523], [-0.36941, 2.06633, -1.05706], [0.18386, 3.70058, -1.03618], [2.26442, 1.76916, -0.16351], [1.63422, 1.36133, -1.71821], [3.11866, 2.82098, -2.63772], [1.99953, 4.02732, -2.10294], [-7.91902, 1.61630, 2.47018], [-7.79722, 1.94845, 3.95571], [-6.31669, 1.69640, 4.20698], [-5.64363, 2.00187, 2.98352], [-6.60062, 2.14903, 1.92990], [-8.78421, 2.06627, 1.98732], [-7.97768, 0.53732, 2.32484], [-8.03510, 3.00073, 4.12795], [-8.44063, 1.34553, 4.59476], [-6.13036, 0.64565, 4.45775], [-5.90559, 2.31885, 5.00232], [-6.67489, 3.21173, 1.67360], [-6.25213, 1.60475, 1.05118], [7.64652, 2.86326, -4.63045], [6.63284, 3.41457, -5.62939], [6.79096, 2.44686, -6.79433], [7.15521, 1.18713, -6.22309], [7.50707, 1.36351, -4.84759], [7.45257, 3.15867, -3.60116], [8.65328, 3.19247, -4.89679], [5.62407, 3.34674, -5.21552], [6.81412, 4.44961, -5.91351], [7.58836, 2.76778, -7.47312], [5.87479, 2.32210, -7.37245], [6.70703, 0.94582, -4.22559], [8.42648, 0.81454, -4.64122], [8.39953, -3.43275, -6.67545], [8.04945, -1.98686, -6.32993], [6.66276, -1.85149, -6.93979], [6.06215, -3.15154, -6.86441], [7.05050, -4.12237, -6.52047], [9.16881, -3.86453, -6.03666], [8.73968, -3.49832, -7.71141], [7.99860, -1.86179, -5.24534], [8.75178, -1.25549, -6.72379], [6.72020, -1.55448, -7.99243], [6.03729, -1.13419, -6.41478], [6.88589, -4.44069, -5.48459], [6.93826, -4.99172, -7.16978], [1.96213, -0.08258, 6.44333], [1.96832, -1.61031, 6.42358], [0.64042, -1.91716, 5.74401], [0.39295, -0.83338, 4.84426], [1.30227, 0.23745, 5.10861], [2.95216, 0.36068, 6.53942], [1.34407, 0.28019, 7.26788], [2.79718, -1.97329, 5.81144], [2.05067, -2.06262, 7.41085], [-0.17706, -1.95657, 6.47394], [0.65028, -2.85142, 5.18380], [2.03916, 0.27543, 4.30173], [0.75324, 1.17978, 5.11748], [0.15647, -6.43125, 2.15074], [-1.16539, -5.74717, 1.81210], [-1.26976, -4.71183, 2.92375], [0.07079, -4.34528, 3.25810], [0.98818, -5.25825, 2.65132], [0.61590, -6.94256, 1.30648], [0.00860, -7.15914, 2.95149], [-1.09354, -5.25258, 0.84100], [-2.01740, -6.42448, 1.78670], [-1.75124, -5.13088, 3.81403], [-1.81702, -3.81766, 2.62401], [1.49439, -4.74867, 1.82438], [1.73785, -5.55083, 3.38735], [-11.59793, -1.13898, -0.22736], [-11.21648, -0.29504, -1.44091], [-10.10244, 0.57327, -0.87259], [-9.45489, -0.21052, 0.13248], [-10.24162, -1.36772, 0.42537], [-12.10492, -2.06854, -0.48024], [-12.24671, -0.56662, 0.43917], [-10.82845, -0.93470, -2.23643], [-12.04048, 0.28973, -1.84607], [-10.50444, 1.47968, -0.40598], [-9.36707, 0.86790, -1.62174], [-9.74193, -2.24717, 0.00520], [-10.30438, -1.49011, 1.50736]]
}


{
  "formula": "C31H61BrO10S7",
  "method": "ωB97M-V with the def2-TZVPD basis set",
  "mol_weight_g_mol": 898.2,
  "lumo_ev": -0.666,
  "homo_energy_ev": -8.454,
  "charge": 0,
  "e_tot_ev": -199495.116,
  "largest_force_ev_per_a": 1.03,
  "symbols": ["O", "C", "C", "C", "C", "O", "C", "C", "C", "C", "C", "C", "C", "O", "C", "C", "C", "C", "Br", "C", "C", "H", "H", "H", "H", "H", "H", "H", "H", "H", "H", "H", "H", "H", "H", "H", "H", "H", "H", "H", "C", "S", "O", "C", "H", "H", "H", "H", "H", "H", "C", "S", "O", "C", "H", "H", "H", "H", "H", "H", "C", "S", "O", "C", "H", "H", "H", "H", "H", "H", "C", "S", "O", "C", "H", "H", "H", "H", "H", "H", "C", "S", "O", "C", "H", "H", "H", "H", "H", "H", "C", "S", "O", "C", "H", "H", "H", "H", "H", "H", "C", "S", "O", "C", "H", "H", "H", "H", "H", "H"],
  "positions_angstrom": [[0.82137, 1.87195, -3.86056], [0.81687, 0.65888, -3.92186], [0.73953, -0.02925, -5.24245], [0.29923, -1.27869, -5.35649], [-0.13068, -2.02839, -4.14171], [-0.89248, -2.96974, -4.18623], [0.41525, -1.53475, -2.85941], [0.44187, -2.37912, -1.77758], [0.92048, -1.96265, -0.54260], [0.97445, -2.95755, 0.58758], [2.27708, -3.78001, 0.61462], [2.65873, -4.41843, -0.71380], [3.84295, -5.39584, -0.62610], [4.92280, -5.00256, -1.48179], [1.35478, -0.64474, -0.40930], [1.85201, -0.10172, 0.90693], [0.77290, 0.03736, 2.02099], [-0.68103, -0.03626, 1.59211], [-1.19738, 1.49754, 0.50318], [1.34066, 0.19804, -1.51535], [0.87457, -0.22457, -2.73712], [1.04460, 0.50636, -6.13205], [0.23518, -1.79856, -6.30291], [0.07137, -3.38912, -1.89195], [0.86689, -2.45114, 1.54087], [0.11463, -3.62198, 0.47329], [3.07731, -3.09599, 0.91597], [2.21084, -4.52751, 1.40667], [1.80495, -4.93516, -1.15494], [2.92259, -3.61706, -1.40639], [3.48939, -6.36934, -0.97445], [4.21308, -5.49017, 0.39093], [4.53672, -4.79938, -2.34090], [2.31205, 0.86918, 0.74631], [2.61787, -0.78655, 1.27148], [0.92096, 1.00899, 2.49016], [0.93428, -0.71910, 2.78514], [-0.97837, -0.95496, 1.09619], [-1.29561, 0.05327, 2.48514], [1.66736, 1.22372, -1.39988], [-2.86463, 4.83202, 3.16104], [-2.82700, 3.88131, 4.68698], [-1.96480, 2.69539, 4.44736], [-4.53107, 3.31718, 4.59336], [-1.87042, 5.24237, 2.99777], [-3.13299, 4.18331, 2.32693], [-3.58343, 5.64554, 3.26200], [-4.68028, 2.76727, 3.66410], [-5.20017, 4.17617, 4.64426], [-4.71031, 2.66218, 5.44321], [-0.77207, 6.94121, -4.25003], [-0.87560, 5.62318, -5.46817], [-2.20213, 5.75699, -6.13237], [-1.00748, 4.28178, -4.28654], [-0.72462, 7.88722, -4.78553], [-1.65783, 6.91895, -3.61484], [0.13087, 6.81079, -3.65383], [-1.87747, 4.44593, -3.64922], [-0.09827, 4.22831, -3.69211], [-1.12362, 3.35628, -4.84217], [-5.24114, 7.68119, -5.68555], [-5.06911, 8.57799, -7.23156], [-5.85508, 9.83499, -7.10778], [-6.05152, 7.43813, -8.21456], [-4.72717, 8.25209, -4.91527], [-6.29838, 7.58792, -5.43518], [-4.77194, 6.70187, -5.78621], [-7.05483, 7.36628, -7.79424], [-5.56594, 6.46235, -8.22398], [-6.10274, 7.83306, -9.22689], [-3.28571, -2.38407, -2.31369], [-3.26013, -2.37285, -0.51608], [-1.88155, -2.74487, -0.09313], [-4.27781, -3.84061, -0.30932], [-2.65494, -1.56667, -2.65435], [-2.88508, -3.32691, -2.68166], [-4.30619, -2.23180, -2.66682], [-3.80482, -4.68360, -0.81317], [-5.26952, -3.65335, -0.72106], [-4.35588, -4.04381, 0.75669], [3.26763, -1.50179, 6.52064], [2.26816, -0.95188, 5.13565], [3.16968, -0.85498, 3.95178], [2.00008, 0.71642, 5.73998], [3.57661, -2.52713, 6.32454], [4.14443, -0.86387, 6.61936], [2.67453, -1.46302, 7.43305], [2.95963, 1.21059, 5.88543], [1.45128, 0.67818, 6.67981], [1.41547, 1.25452, 4.99506], [2.90693, -9.03471, -2.71175], [1.35265, -8.18081, -3.00772], [1.13511, -7.28258, -1.84377], [0.30269, -9.61961, -2.76720], [3.70752, -8.29962, -2.77067], [2.89105, -9.48408, -1.71888], [3.05300, -9.79719, -3.47693], [0.46784, -10.02803, -1.77026], [0.52996, -10.36362, -3.53057], [-0.73118, -9.29628, -2.86715], [4.01640, 3.36812, 8.18872], [4.51090, 1.76399, 8.83084], [3.31251, 0.88391, 8.77981], [4.70861, 2.29592, 10.53514], [3.80242, 3.25228, 7.12837], [3.12264, 3.70963, 8.71088], [4.83369, 4.07677, 8.32123], [3.76887, 2.71215, 10.89780], [5.50502, 3.03776, 10.59086], [4.97863, 1.42330, 11.12579]]
}


Orbital gap for the records above, in order: 8.875; 7.788 eV